6 unconnected molecules or ions with the total composition C24H46N2O16, computed with ωB97M-V/def2-TZVPD.

Last column: Löwdin charge in e.
Atoms and positions in Å:
C 22.802 9.978 23.298  -0.0881
O 23.478 10.805 22.288  -0.1984
C 24.740 10.163 21.892  -0.1721
C 25.676 11.341 21.708  -0.2231
N 27.072 10.970 21.590  -0.0869
C 27.933 11.816 20.770  -0.1687
C 27.701 11.500 19.252  -0.3125
O 27.888 10.246 18.796  -0.1780
C 27.740 10.002 17.303  -0.0242
H 22.364 9.079 22.864  0.0590
H 21.986 10.591 23.681  0.0834
H 23.401 9.700 24.166  0.0867
H 24.468 9.646 20.972  0.1146
H 25.290 9.562 22.617  0.1244
H 25.636 12.010 22.567  0.1215
H 25.515 12.037 20.884  0.1078
H 27.232 10.066 21.169  0.0942
H 28.997 11.797 21.008  0.1117
H 27.610 12.854 20.854  0.1138
H 28.346 12.166 18.680  0.1111
H 26.781 11.946 18.874  0.1066
H 27.469 8.964 17.107  0.0757
H 28.663 10.126 16.735  0.0777
H 26.979 10.608 16.812  0.0797
C 17.563 5.078 20.050  -0.0803
O 18.493 4.311 19.248  -0.2055
C 19.646 3.718 19.954  -0.1706
C 20.831 3.421 18.935  -0.1868
N 21.299 4.544 18.123  -0.0655
C 21.900 5.634 18.883  -0.2195
C 22.308 6.790 18.013  -0.2438
O 22.796 7.939 18.698  -0.2000
C 23.453 8.881 17.833  -0.0557
H 16.619 4.913 19.530  0.0908
H 17.892 6.115 20.116  0.0726
H 17.528 4.643 21.049  0.0750
H 19.643 2.763 20.478  0.1115
H 20.031 4.503 20.605  0.0910
H 20.577 2.594 18.272  0.1161
H 21.693 3.161 19.549  0.1037
H 21.694 4.315 17.222  0.1047
H 22.732 5.421 19.555  0.1242
H 21.097 6.086 19.465  0.1069
H 21.375 7.011 17.496  0.1032
H 23.028 6.349 17.323  0.1260
H 22.600 9.560 17.806  0.0775
H 23.725 8.456 16.867  0.0925
H 24.236 9.493 18.281  0.0776
O 17.468 10.262 24.417  0.1877
C 18.042 9.276 24.129  -0.6159
O 17.473 8.083 23.839  0.0728
C 18.560 7.133 23.921  -0.1017
C 19.836 7.952 23.470  -0.0775
O 19.374 9.225 24.008  0.0287
H 18.635 6.731 24.931  0.1301
H 18.483 6.288 23.236  0.1146
H 19.764 7.940 22.383  0.1053
H 20.753 7.531 23.882  0.1318
O 17.735 8.770 17.785  0.1202
C 18.487 9.141 18.676  -0.5206
O 19.863 9.001 18.636  0.0303
C 20.496 9.538 19.805  -0.1298
C 19.393 10.343 20.440  -0.0539
O 18.206 9.985 19.657  0.0658
H 20.883 8.757 20.460  0.1127
H 21.253 10.274 19.536  0.1288
H 19.578 11.385 20.179  0.1397
H 19.061 10.136 21.457  0.1232
O 16.928 11.737 12.393  0.1165
C 16.353 10.951 13.161  -0.5059
O 15.269 10.196 12.905  0.0678
C 15.011 9.303 13.933  -0.1314
C 16.031 9.690 15.007  -0.1443
O 16.727 10.704 14.421  0.0732
H 13.952 9.396 14.172  0.1291
H 15.098 8.268 13.601  0.1258
H 16.759 8.922 15.268  0.1158
H 15.513 10.042 15.899  0.1353
O 21.781 9.467 13.323  0.1522
C 21.240 8.559 13.892  -0.5663
O 21.831 7.401 14.107  0.0979
C 20.844 6.513 14.575  -0.1313
C 19.670 7.386 14.984  -0.1156
O 19.959 8.657 14.400  0.0603
H 20.547 5.658 13.968  0.1313
H 21.218 5.957 15.435  0.0972
H 19.606 7.515 16.065  0.1082
H 18.697 7.091 14.591  0.1300

Forces on atoms 1 to 2 (eV/Å):
C -0.31 1.34 -0.79
O 0.49 -2.38 1.98

Summary:
SMILES: COCCNCCOC.COCCNCCOC.O=C1OCCO1.O=C1OCCO1.O=C1OCCO1.O=C1OCCO1
Kohn-Sham gap: 0.3187 hartree
energy: -61367.470 eV
E_HOMO: -0.3165 hartree
E_LUMO: 0.059 eV